Entry 1:
This record from the OMol25 dataset describes 17 unconnected molecules or ions with the total composition C34H68Cl34. The level of theory is the ωB97M-V functional and the def2-TZVPD basis.

Cartesian coordinates (Å):
Cl1 4.127 2.595 3.029
C1 2.472 2.269 2.523
C2 1.856 3.530 1.853
Cl2 2.584 3.797 0.273
H1 1.892 2.005 3.407
H2 2.436 1.362 1.919
H3 2.008 4.401 2.489
H4 0.802 3.407 1.601
Cl3 3.482 0.619 -5.212
C3 2.986 0.855 -3.492
C4 2.314 2.122 -3.232
Cl4 0.668 2.159 -3.904
H5 3.883 0.832 -2.874
H6 2.397 -0.033 -3.264
H7 2.829 2.948 -3.725
H8 2.328 2.360 -2.169
Cl5 -3.313 6.239 1.248
C5 -3.740 5.830 2.898
C6 -2.975 4.612 3.425
Cl6 -1.207 4.919 3.387
H9 -4.816 5.654 2.920
H10 -3.546 6.744 3.459
H11 -3.149 3.736 2.801
H12 -3.259 4.314 4.434
Cl7 2.570 -3.960 0.616
C7 2.501 -5.106 -0.696
C8 1.350 -4.727 -1.728
Cl8 -0.270 -4.590 -1.023
H13 2.230 -6.083 -0.296
H14 3.492 -5.182 -1.142
H15 1.221 -5.440 -2.542
H16 1.625 -3.772 -2.175
Cl9 -4.423 -1.622 1.855
C9 -5.132 -0.068 2.153
C10 -4.690 0.460 3.540
Cl10 -5.221 2.023 3.886
H17 -6.216 -0.123 2.057
H18 -4.784 0.578 1.347
H19 -3.604 0.411 3.463
H20 -5.038 -0.207 4.329
Cl11 3.812 -2.436 5.662
C11 2.327 -2.815 4.820
C12 1.584 -1.518 4.687
Cl12 0.915 -0.952 6.240
H21 1.737 -3.536 5.387
H22 2.617 -3.268 3.872
H23 0.730 -1.477 4.011
H24 2.284 -0.732 4.405
Cl13 0.541 -1.696 -5.709
C13 2.119 -2.438 -6.217
C14 1.975 -3.875 -6.723
Cl14 1.459 -4.966 -5.462
H25 2.695 -2.373 -5.294
H26 2.586 -1.684 -6.851
H27 2.893 -4.288 -7.141
H28 1.337 -4.011 -7.596
Cl15 7.180 -0.574 5.838
C15 6.685 -1.257 4.288
C16 5.632 -0.308 3.627
Cl16 4.936 -1.201 2.167
H29 6.226 -2.190 4.616
H30 7.567 -1.405 3.665
H31 6.092 0.584 3.200
H32 4.747 -0.038 4.202
Cl17 -5.934 5.736 -1.220
C17 -6.791 5.102 0.156
C18 -6.765 3.595 0.161
Cl18 -7.929 2.877 -0.959
H33 -7.790 5.526 0.257
H34 -6.376 5.501 1.082
H35 -7.115 3.131 1.083
H36 -5.783 3.179 -0.065
Cl19 0.989 -6.113 2.908
C19 -0.546 -5.670 2.180
C20 -0.932 -4.229 2.557
Cl20 -1.271 -3.840 4.245
H37 -1.267 -6.435 2.467
H38 -0.486 -5.840 1.105
H39 -1.897 -3.982 2.113
H40 -0.201 -3.532 2.146
Cl21 4.929 -2.841 -3.565
C21 5.852 -2.030 -4.832
C22 6.789 -3.001 -5.529
Cl22 5.942 -4.144 -6.631
H41 6.412 -1.229 -4.349
H42 5.174 -1.573 -5.553
H43 7.318 -3.613 -4.798
H44 7.450 -2.517 -6.249
Cl23 -1.070 1.496 4.341
C23 -0.136 2.276 5.618
C24 -0.881 2.185 6.916
Cl24 -2.274 3.276 6.985
H45 0.042 3.316 5.342
H46 0.781 1.689 5.669
H47 -0.263 2.428 7.780
H48 -1.151 1.133 7.017
Cl25 -1.238 3.832 -0.786
C25 -2.837 3.889 -1.610
C26 -2.857 2.913 -2.780
Cl26 -3.055 1.307 -2.127
H49 -3.024 4.868 -2.052
H50 -3.642 3.768 -0.886
H51 -1.919 2.922 -3.335
H52 -3.695 3.161 -3.432
Cl27 1.609 -0.690 -0.769
C27 -0.139 -0.046 -0.783
C28 -0.857 0.348 0.482
Cl28 -0.945 -1.064 1.514
H53 -0.772 -0.779 -1.285
H54 -0.212 0.825 -1.434
H55 -1.835 0.806 0.340
H56 -0.371 1.119 1.079
Cl29 -6.645 -0.140 -0.934
C29 -6.311 -1.247 -2.268
C30 -7.298 -1.025 -3.443
Cl30 -8.892 -1.720 -3.045
H57 -6.304 -2.275 -1.904
H58 -5.330 -1.112 -2.724
H59 -6.936 -1.632 -4.273
H60 -7.283 0.047 -3.637
Cl31 -3.348 -2.355 -4.352
C31 -2.865 -3.835 -3.571
C32 -3.927 -4.346 -2.626
Cl32 -5.399 -4.842 -3.519
H61 -1.921 -3.654 -3.059
H62 -2.741 -4.595 -4.342
H63 -4.081 -3.597 -1.849
H64 -3.515 -5.259 -2.196
Cl33 7.506 3.940 -3.217
C33 7.123 4.514 -1.569
C34 6.624 3.386 -0.648
Cl34 5.354 2.406 -1.460
H65 6.332 5.241 -1.749
H66 7.917 5.151 -1.179
H67 6.086 3.708 0.243
H68 7.477 2.786 -0.330

Atoms 1-2, force components in eV/Å:
0.343 0.078 0.062
-1.267 0.443 -0.145

electronic energy = -462127.07464 eV
ΔE to the lowest compared entry with this formula, charge and spin = 0.025 eV
spin multiplicity = 1
maximum force = 0.063 hartree/bohr
frontier orbital gap = 10.68 eV



Entry 2:
This record from the OMol25 dataset describes a molecular structure, C34H68CsN7O9P3SSbSe4. The level of theory is the ωB97M-V functional and the def2-TZVPD basis.

Cartesian coordinates (Å):
Cs1 0.541 -0.559 0.751
C1 -2.129 -6.295 0.555
N1 -3.030 -5.558 -0.338
C2 -4.390 -5.755 -0.417
C3 -4.905 -4.831 -1.237
N2 -3.831 -4.031 -1.661
C4 -2.639 -4.494 -1.086
S1 -1.087 -3.964 -1.276
C5 -3.987 -2.850 -2.402
C6 -5.130 -2.645 -3.190
C7 -5.240 -1.457 -3.879
C8 -4.231 -0.503 -3.780
C9 -3.151 -0.806 -2.973
N3 -3.029 -1.950 -2.303
H1 -2.494 -7.319 0.631
H2 -2.094 -5.844 1.546
H3 -1.122 -6.275 0.144
H4 -4.881 -6.533 0.141
H5 -5.926 -4.642 -1.498
H6 -5.900 -3.394 -3.278
H7 -6.113 -1.278 -4.496
H8 -4.288 0.442 -4.304
H9 -2.334 -0.102 -2.832
C10 -2.190 3.807 -2.522
C11 -2.199 3.537 -1.026
C12 -3.505 2.951 -0.541
O1 -1.175 2.561 -0.716
P1 0.347 2.832 -0.452
O2 0.961 1.802 0.407
C13 1.189 2.869 -2.044
P2 1.361 1.152 -2.586
O3 0.096 0.425 -2.353
O4 1.865 1.214 -4.083
C14 1.049 1.574 -5.221
C15 2.001 1.603 -6.394
C16 -0.098 0.605 -5.434
O5 2.575 0.526 -1.842
C17 3.955 1.031 -1.941
C18 4.797 -0.109 -2.454
C19 4.345 1.524 -0.572
O6 0.436 4.311 0.113
C20 0.602 4.473 1.568
C21 -0.229 5.665 1.971
C22 2.075 4.620 1.860
H10 -3.129 4.276 -2.823
H11 -2.091 2.858 -3.056
H12 -1.376 4.470 -2.821
H13 -1.967 4.451 -0.477
H14 -3.807 2.110 -1.170
H15 -4.280 3.721 -0.579
H16 -3.407 2.563 0.473
H17 2.173 3.319 -1.903
H18 0.614 3.433 -2.780
H19 0.660 2.585 -5.049
H20 2.398 0.601 -6.569
H21 2.836 2.276 -6.200
H22 1.480 1.936 -7.294
H23 0.292 -0.406 -5.568
H24 -0.639 0.894 -6.338
H25 -0.792 0.587 -4.595
H26 3.951 1.849 -2.670
H27 4.752 -0.950 -1.757
H28 5.833 0.230 -2.547
H29 4.444 -0.444 -3.430
H30 4.379 0.708 0.151
H31 3.633 2.261 -0.192
H32 5.335 1.985 -0.620
H33 0.220 3.572 2.054
H34 0.135 6.571 1.480
H35 -0.165 5.804 3.052
H36 -1.278 5.522 1.706
H37 2.481 5.468 1.302
H38 2.621 3.716 1.594
H39 2.226 4.794 2.927
Se1 2.343 -4.005 5.017
Sb1 0.734 -4.637 3.262
Se2 1.971 -5.080 1.172
Se3 -0.658 -2.608 2.741
Se4 -0.722 -6.462 4.018
O7 3.672 -2.436 -0.440
H40 2.997 -2.689 -1.087
H41 3.434 -2.988 0.330
O8 -3.359 -2.305 0.959
H42 -2.822 -2.573 1.738
H43 -2.712 -2.443 0.249
C23 -2.900 2.384 5.361
C24 -2.350 1.769 4.075
P3 -0.641 1.041 4.123
C25 0.285 2.429 4.934
C26 1.792 2.333 4.683
C27 -0.823 -0.161 5.493
C28 0.508 -0.759 5.938
H44 -3.877 2.845 5.187
H45 -2.239 3.158 5.757
H46 -3.032 1.634 6.140
H47 -2.348 2.516 3.273
H48 -3.008 0.976 3.715
H49 0.072 2.449 6.007
H50 -0.104 3.365 4.513
H51 2.213 1.422 5.108
H52 2.334 3.179 5.115
H53 2.016 2.298 3.614
H54 -1.450 -0.964 5.096
H55 -1.338 0.315 6.332
H56 1.057 -1.195 5.101
H57 0.354 -1.588 6.629
H58 1.139 -0.016 6.436
N4 0.891 -2.330 -3.328
C29 0.168 -2.995 -4.243
C30 0.898 -4.107 -4.588
C31 2.056 -4.025 -3.787
N5 2.045 -2.945 -3.022
H59 0.637 -1.500 -2.815
H60 -0.811 -2.653 -4.537
H61 0.616 -4.887 -5.275
H62 2.881 -4.717 -3.711
O9 -2.675 0.347 1.144
H63 -3.113 -0.519 1.002
H64 -1.957 0.098 1.742
N6 3.983 -1.804 3.142
C32 5.325 -1.794 2.911
C33 5.634 -0.509 2.555
N7 4.501 0.275 2.568
C34 3.536 -0.559 2.921
H65 3.430 -2.596 3.537
H66 5.917 -2.687 3.012
H67 6.599 -0.105 2.289
H68 2.498 -0.282 3.040

Atoms 1-2, force components in eV/Å:
0.311 -2.705 -0.507
-0.100 0.021 -0.145

total charge = -2
electronic energy = -372402.88112 eV
ΔE to the lowest compared entry with this formula, charge and spin = 2.665 eV
spin multiplicity = 1
maximum force = 0.059 hartree/bohr
frontier orbital gap = 3.37 eV